Record 1
Here is C32H32BN10O3RuS3Se as an isolated structure from the OMol25 dataset. Energies are from the ωB97M-V functional and the def2-TZVPD basis.

Computed properties:
- Multiplicity: 2
- Relative energy (zero: lowest compared OMol25 entry of this formula, charge and spin): 50.7 kcal per mole
- ⟨S²⟩: 0.758
- HOMO energy (alpha / beta): -6.1 / -6.1 eV
- Total charge: 0
- Kohn-Sham gap (alpha / beta): 4.58 / 4.52 eV

```
83
Properties=species:S:1:pos:R:3:mulliken_charge:R:1
Ru 0.574 -0.022 -0.492 -1.432
C 0.549 2.623 -5.402 -0.537
C 1.155 3.200 -4.297 -0.682
C 1.562 2.416 -3.224 -0.401
C 1.366 1.039 -3.254 -0.977
C 0.760 0.460 -4.370 0.190
C 0.355 1.246 -5.435 -0.894
N 1.717 0.233 -2.139 2.084
C 2.550 -0.834 -2.354 0.386
C 3.573 -0.891 -3.321 -0.953
C 4.391 -1.995 -3.379 -0.716
C 4.234 -3.083 -2.504 -0.661
C 3.223 -3.067 -1.574 -0.828
C 2.387 -1.952 -1.526 0.059
N 1.263 -1.844 -0.691 3.079
N 0.903 -2.821 -0.001 -1.617
C -0.269 -2.535 0.699 -0.534
C -0.933 -3.560 1.349 -0.684
C -2.159 -3.279 1.916 -0.671
C -2.688 -2.005 1.772 -1.087
C -1.957 -1.041 1.106 -1.160
N -0.743 -1.283 0.606 2.281
H 0.229 3.238 -6.232 0.411
H 1.310 4.272 -4.262 0.430
H 2.005 2.868 -2.349 0.181
H 0.599 -0.612 -4.386 0.533
H -0.120 0.785 -6.293 0.409
H 3.714 -0.057 -3.997 0.506
H 5.185 -2.022 -4.114 0.428
H 4.906 -3.928 -2.565 0.414
H 3.058 -3.884 -0.886 0.505
H -0.463 -4.530 1.411 0.543
H -2.697 -4.041 2.462 0.444
H -3.645 -1.737 2.196 0.443
H -2.321 -0.035 0.974 1.099
C 3.666 -0.268 3.760 -0.909
N 2.345 0.172 4.141 0.389
C 2.022 1.411 4.661 -0.438
C 0.698 1.395 4.888 -0.726
N 0.198 0.168 4.494 0.081
B -1.265 -0.243 4.707 0.496
N -2.276 0.720 3.911 0.271
C -3.585 0.735 4.344 -0.839
C -4.312 1.521 3.522 -0.336
N -3.431 2.005 2.578 0.319
C -3.761 2.922 1.511 -0.736
C -2.180 1.507 2.822 -0.447
S -0.829 1.910 1.850 -0.113
C 1.225 -0.592 4.040 -0.227
S 1.233 -2.197 3.485 -0.397
H 4.383 0.489 4.072 0.299
H 3.724 -0.415 2.683 0.145
H 3.889 -1.218 4.244 0.394
H 2.759 2.183 4.794 0.462
H 0.049 2.164 5.270 0.505
H -1.573 -0.065 5.867 -0.212
H -1.454 -1.377 4.354 -0.198
H -3.878 0.185 5.221 0.493
H -5.351 1.800 3.535 0.441
H -3.740 2.419 0.544 0.162
H -3.042 3.739 1.490 0.310
H -4.763 3.309 1.688 0.346
Se -1.556 2.024 -1.739 0.501
N -1.069 0.304 -1.667 0.062
C -2.033 -0.430 -2.202 1.555
C -2.017 -1.850 -2.337 -0.560
C -3.089 -2.447 -2.911 -0.786
C -4.216 -1.695 -3.382 -0.693
C -4.258 -0.346 -3.281 -0.709
C -3.150 0.331 -2.683 0.217
N -3.066 1.647 -2.530 -0.847
H -1.164 -2.414 -1.985 0.277
H -3.102 -3.524 -3.021 0.473
H -5.043 -2.228 -3.832 0.404
H -5.097 0.237 -3.638 0.516
C 3.826 1.955 -0.334 -1.132
S 2.374 1.768 0.650 0.913
O 1.210 2.199 -0.177 -0.620
O 2.608 2.484 1.857 -0.448
O 2.178 0.279 0.810 -0.263
H 3.948 3.020 -0.529 0.394
H 3.732 1.392 -1.257 0.233
H 4.658 1.591 0.266 0.383
```



Record 2
Here is C32H32Cl3GeN12O9P2S2Sr as an isolated structure from the OMol25 dataset. Energies are from the ωB97M-V functional and the def2-TZVPD basis.

Computed properties:
- Multiplicity: 2
- Relative energy (zero: lowest compared OMol25 entry of this formula, charge and spin): 47.4 kcal per mole
- ⟨S²⟩: 0.754
- HOMO energy (alpha / beta): -2.4 / -2.7 eV
- Total charge: -2
- Kohn-Sham gap (alpha / beta): 5.50 / 5.85 eV

```
94
Properties=species:S:1:pos:R:3:mulliken_charge:R:1
Sr -0.317 0.448 1.887 0.900
S 1.529 -0.123 -0.130 0.358
C 3.191 -0.264 0.391 1.032
C 4.168 -0.616 -0.539 -1.477
C 5.498 -0.770 -0.177 0.737
C 6.468 -1.165 -1.157 -0.633
N 7.252 -1.484 -1.936 -0.676
C 5.867 -0.554 1.160 0.848
C 4.906 -0.165 2.079 -1.120
C 3.562 0.008 1.734 0.312
S 2.465 0.611 2.947 -0.466
C 7.226 -0.717 1.593 -0.332
N 8.307 -0.845 1.967 -0.672
H 3.880 -0.766 -1.574 0.377
H 5.204 0.022 3.102 0.420
C 3.801 -3.961 0.319 -0.606
O 3.082 -3.419 1.421 -0.310
C 1.759 -3.155 1.309 0.514
O 1.182 -2.649 2.246 -0.451
N 1.183 -3.528 0.128 0.033
N -0.116 -3.067 -0.152 -0.347
H 4.830 -4.053 0.655 0.246
H 3.776 -3.292 -0.544 0.146
H 3.414 -4.944 0.039 0.366
H 1.765 -3.501 -0.700 0.161
H -0.330 -2.353 0.534 0.037
H -0.768 -3.828 0.002 0.259
N -0.383 0.187 4.329 0.041
C -1.882 0.486 3.973 0.167
C -2.671 0.570 5.268 -2.124
P -1.752 2.282 3.225 1.035
O -2.824 3.175 3.993 -0.670
O -0.332 2.525 3.707 -0.818
O -1.944 2.336 1.746 0.018
P -2.405 -1.223 3.123 0.726
O -4.001 -1.165 3.254 -0.450
O -1.844 -2.106 4.185 -0.885
O -1.865 -1.344 1.732 -0.359
H -0.307 0.120 5.342 0.351
H 0.031 1.236 4.066 0.150
H -0.280 -0.796 4.015 0.137
H -2.325 1.390 5.901 0.503
H -2.602 -0.372 5.814 0.581
H -3.722 0.758 5.050 0.269
H -3.711 3.022 3.631 0.340
H -4.242 -1.694 4.023 0.422
Cl -0.853 -1.299 -4.162 -0.449
Ge 0.710 -0.826 -2.652 0.896
Cl 1.939 0.715 -3.609 -0.333
Cl 2.154 -2.591 -2.898 -0.487
O -0.620 1.140 -1.717 0.203
N -1.769 1.387 -2.214 -0.559
C -2.007 2.639 -2.584 0.945
C -1.041 3.682 -2.430 0.115
N -0.313 4.564 -2.297 -0.615
C -3.261 2.947 -3.186 -0.017
N -4.276 3.212 -3.666 -0.691
N 2.159 3.362 0.175 -0.494
C 3.319 3.263 -0.581 0.433
C 3.327 3.606 -1.936 -0.408
C 4.500 3.523 -2.668 -0.429
C 5.691 3.116 -2.079 -0.638
C 5.688 2.789 -0.728 -0.387
C 4.521 2.862 0.014 -0.449
H 2.183 2.820 1.026 0.177
H 1.307 3.217 -0.348 0.151
H 2.404 3.907 -2.409 0.387
H 4.475 3.766 -3.724 0.377
H 6.599 3.040 -2.664 0.378
H 6.599 2.453 -0.245 0.399
H 4.523 2.582 1.062 0.504
C -5.073 1.333 -1.124 -0.799
C -4.284 0.449 -0.395 -0.605
N -4.244 0.452 0.930 0.069
C -4.964 1.366 1.564 -0.637
C -5.739 2.336 0.937 0.156
C -5.800 2.297 -0.451 -0.191
C -6.455 3.330 1.780 -0.909
C -6.035 4.560 2.084 -0.769
C -4.819 5.228 1.565 0.703
C -4.037 6.008 2.409 -0.321
C -2.909 6.587 1.861 -0.243
N -2.589 6.449 0.580 -0.584
C -3.412 5.698 -0.143 -0.238
N -4.509 5.080 0.279 -0.366
H -5.077 1.289 -2.202 0.750
H -3.658 -0.271 -0.905 0.460
H -4.945 1.320 2.655 0.928
H -6.376 3.031 -1.000 0.362
H -7.394 3.010 2.225 0.403
H -6.630 5.149 2.776 0.403
H -4.288 6.139 3.453 0.392
H -2.234 7.181 2.468 0.407
H -3.166 5.585 -1.191 0.528
```



| no. | F_max (eV/Å) |
| --- | --- |
| 1 | 1.05 |
| 2 | 4.70 |